1.
This record from OMol25 describes one molecule with the formula C11H8ClFI2NO2PS at a distorted geometry. The level of theory is ωB97M-V with the def2-TZVPD basis set.

The value obtained for the highest occupied orbital energy is -9.1 eV. The calculation puts the strongest force on any atom at 0.1026 hartree/bohr. The value obtained for the electronic energy is -68680.4480 eV. Its SMILES is C[C@H](I)[C@H](I)c1cc([PH2]=S)c2c(c1F)C(=O)N(Cl)C2=O. As for the orbital gap: 7.1 eV.

Last column: Mulliken charge in e.
Geometry (Å):
I  -0.005  -3.689  -3.772  0.050
I  2.059  -3.277  0.077  0.142
Cl  -2.833  3.860  0.396  -0.017
S  3.053  3.892  -1.139  -0.383
P  2.733  3.003  0.557  0.135
F  -2.077  -1.278  0.247  -0.312
O  -3.495  1.088  2.051  -0.483
O  -0.005  4.245  2.443  -0.468
N  -2.086  3.101  1.785  -0.175
C  -0.064  2.071  1.035  0.282
C  -1.014  -0.349  0.253  0.309
C  1.316  1.748  0.409  0.088
C  -2.459  1.673  1.690  0.140
C  -0.909  -4.167  -0.882  -1.235
C  0.328  -0.694  -0.420  0.540
C  -1.207  1.017  0.948  0.163
C  -0.606  3.326  1.851  0.332
C  1.467  0.391  -0.319  -0.617
C  0.708  -2.040  -1.171  -0.769
C  -0.526  -2.862  -1.783  -0.363
H  -1.972  -4.552  -1.126  0.343
H  1.371  -1.735  -2.067  0.519
H  -0.192  -5.011  -1.188  0.439
H  2.375  3.929  1.614  0.117
H  2.479  0.177  -0.810  0.278
H  -0.898  -3.950  0.237  0.313
H  -1.474  -2.249  -1.944  0.516
H  3.934  2.334  1.028  0.117

2.
This record from OMol25 describes a 2-piece molecular cluster, C3H7NO2 overall at a distorted geometry. The level of theory is ωB97M-V with the def2-TZVPD basis set.

The value obtained for the highest occupied orbital energy is -10.1 eV. As for the relative energy (zero: lowest compared OMol25 entry of this formula, charge and spin): 1.523 eV. The calculation puts the strongest force on any atom at 0.0391 hartree/bohr. The value obtained for the electronic energy is -8809.0057 eV. Its SMILES is NC(=O)O.C=C. As for the orbital gap: 11.0 eV.

Last column: Mulliken charge in e.
Geometry (Å):
O  0.039  0.844  0.532  -0.529
O  -1.122  -0.124  -1.169  -0.602
N  -1.662  1.956  -0.426  -0.446
C  1.547  -0.902  -0.243  -0.444
C  0.999  -1.739  0.645  -0.635
C  -0.922  0.809  -0.410  0.704
H  1.439  -1.903  1.625  0.314
H  0.283  -0.130  0.756  0.347
H  2.391  -0.261  0.001  0.244
H  -1.574  2.583  0.357  0.225
H  -2.567  1.870  -0.861  0.247
H  0.099  -2.293  0.387  0.300
H  1.051  -0.710  -1.194  0.275